# 1
This record from the Open Molecules 2025 dataset describes a 2-piece molecular cluster, C22H28N overall. The level of theory is ωB97M-V with the def2-TZVPD basis set.

Geometry as XYZ:
```
51
Properties=species:S:1:pos:R:3:nbo_charge:R:1
C 0.251 2.358 2.835 -0.3960
N 0.243 0.897 2.873 -0.4705
C -0.993 0.190 2.922 0.2208
C -2.145 0.816 3.204 -0.3325
C -3.473 0.133 3.337 -0.4137
C -3.364 -1.402 3.401 -0.3970
C -2.312 -1.925 2.414 -0.3805
C -0.940 -1.293 2.688 -0.4549
C 1.515 0.212 2.915 0.1394
C 2.124 -0.069 4.136 -0.1767
C 3.350 -0.698 4.178 -0.2150
C 3.986 -1.057 3.005 -0.2054
C 3.388 -0.790 1.787 -0.1953
C 2.165 -0.160 1.737 -0.2354
H 1.270 2.726 2.739 0.2202
H -0.325 2.712 1.982 0.1783
H -0.168 2.759 3.757 0.1941
H -2.124 1.877 3.389 0.2018
H -3.992 0.506 4.233 0.2198
H -4.109 0.414 2.487 0.1691
H -3.082 -1.702 4.419 0.2077
H -4.341 -1.871 3.210 0.2102
H -2.253 -3.022 2.460 0.2214
H -2.624 -1.684 1.390 0.1705
H -0.258 -1.494 1.853 0.2214
H -0.481 -1.767 3.562 0.2272
H 1.621 0.216 5.045 0.2157
H 3.816 -0.901 5.127 0.2212
H 4.948 -1.544 3.039 0.2213
H 3.884 -1.069 0.872 0.2159
H 1.692 0.055 0.794 0.2074
C -4.174 0.853 -0.502 -0.7229
C -3.132 1.612 -1.246 0.4395
C -2.214 0.825 -2.120 -0.7089
C -3.129 3.011 -1.239 -0.1428
C -2.039 3.769 -1.766 -0.0732
C -2.072 5.138 -1.784 -0.2358
C -3.176 5.826 -1.302 -0.0467
C -4.247 5.124 -0.768 -0.2331
C -4.231 3.755 -0.720 -0.0759
H -4.494 1.388 0.392 0.2537
H -5.053 0.672 -1.122 0.2852
H -3.796 -0.117 -0.174 0.2668
H -1.322 1.378 -2.407 0.2417
H -1.886 -0.091 -1.629 0.2639
H -2.722 0.536 -3.042 0.2895
H -1.154 3.267 -2.113 0.2251
H -1.233 5.689 -2.173 0.2454
H -3.202 6.901 -1.343 0.2424
H -5.104 5.664 -0.402 0.2458
H -5.085 3.235 -0.324 0.2297
```

Output
Net charge ... +1
Molecular weight ... 306.5 g/mol
Max |F| ... 1.161 eV/A
HOMO level ... -9.74 eV
E_LUMO ... -5.9 eV


# 2
This record from the Open Molecules 2025 dataset describes a 7-piece molecular cluster, C11H36N4O7 overall. The level of theory is ωB97M-V with the def2-TZVPD basis set.

Geometry as XYZ:
```
58
Properties=species:S:1:pos:R:3:nbo_charge:R:1
C -0.828 -18.742 5.470 0.7913
O -1.937 -19.018 5.044 -0.6941
N 0.195 -18.874 4.587 -0.8290
N -0.548 -18.333 6.776 -0.8613
H 1.120 -18.956 4.903 0.3824
H -0.069 -19.398 3.744 0.4103
H 0.305 -17.887 7.081 0.3983
H -1.334 -18.147 7.382 0.4283
C -5.639 -15.536 9.127 0.7822
O -5.239 -15.065 10.216 -0.7151
N -7.010 -15.572 8.834 -0.8316
N -4.665 -15.732 8.177 -0.8281
H -7.345 -16.134 8.024 0.3901
H -7.515 -15.820 9.721 0.4038
H -3.755 -15.790 8.653 0.4255
H -4.719 -16.402 7.450 0.3996
C -3.527 -20.654 8.432 -0.6440
C -4.384 -20.207 7.251 0.0990
C -5.855 -20.164 7.643 -0.6259
O -4.070 -18.837 6.791 -0.7993
H -3.668 -19.905 9.196 0.1949
H -2.456 -20.658 8.137 0.2178
H -3.854 -21.567 8.897 0.2197
H -4.192 -20.995 6.491 0.1737
H -5.983 -19.570 8.523 0.1996
H -6.141 -21.144 8.081 0.2107
H -6.469 -19.751 6.891 0.2210
H -3.296 -18.891 6.181 0.5129
C 0.507 -19.186 12.653 -0.6242
C -0.492 -19.804 11.667 0.1036
C 0.161 -20.196 10.313 -0.6227
O -1.021 -20.996 12.191 -0.7293
H 0.018 -18.875 13.530 0.2177
H 1.086 -18.335 12.224 0.2117
H 1.170 -20.005 12.850 0.2140
H -1.312 -19.179 11.276 0.1597
H -0.583 -20.631 9.668 0.1994
H 0.879 -21.023 10.456 0.2023
H 0.672 -19.365 9.866 0.1980
H -1.843 -21.213 11.765 0.4700
C 2.404 -17.204 9.094 -0.6334
C 3.162 -15.925 9.328 0.0891
C 3.074 -14.961 8.117 -0.6341
O 2.702 -15.358 10.622 -0.7084
H 2.574 -17.827 9.930 0.2287
H 2.745 -17.614 8.142 0.2061
H 1.291 -16.992 9.086 0.1917
H 4.187 -16.173 9.550 0.1773
H 3.668 -14.067 8.193 0.2263
H 2.009 -14.750 7.932 0.2011
H 3.383 -15.518 7.231 0.2076
H 1.768 -15.237 10.366 0.4491
O -3.394 -16.414 11.522 -1.0057
H -2.808 -15.784 11.874 0.4705
H -4.203 -15.967 11.170 0.5069
O -2.459 -17.374 8.747 -1.0082
H -3.077 -18.026 8.337 0.4948
H -2.748 -17.328 9.668 0.5081
```

Output
Molecular weight ... 336.4 g/mol
Max |F| ... 2.501 eV/A
HOMO level ... -9.86 eV
SMILES string ... NC(N)=O.NC(N)=O.CC(C)O.CC(C)O.CC(C)O.O.O
E_LUMO ... 0.4 eV


# 3
This record from the Open Molecules 2025 dataset describes C7H17NO2 as an isolated structure. The level of theory is ωB97M-V with the def2-TZVPD basis set.

Geometry as XYZ:
```
27
Properties=species:S:1:pos:R:3:nbo_charge:R:1
C 0.652 0.334 0.919 0.5299
C -1.558 -0.008 -0.486 0.1452
C -0.799 0.588 0.785 -0.5644
C 1.812 -0.408 -1.843 -0.2543
C 1.093 -0.572 2.027 -0.7039
C 1.532 1.521 0.668 -0.6987
C -2.893 0.695 -0.687 -0.6185
N -0.698 -2.181 -0.641 -0.7189
O -1.812 -1.358 -0.293 -0.4323
O 1.417 -0.821 -0.556 -0.6974
H -0.918 0.143 -1.362 0.1693
H 0.483 -1.590 -0.644 0.4528
H -0.928 -3.063 -0.193 0.3331
H -0.987 1.664 0.739 0.2234
H -1.344 0.205 1.648 0.2384
H 0.995 -0.551 -2.560 0.1800
H 2.100 0.651 -1.895 0.1649
H 2.676 -0.993 -2.175 0.1860
H 2.093 -0.956 1.827 0.2464
H 1.125 -0.001 2.964 0.2340
H 0.402 -1.404 2.144 0.2444
H 1.265 2.015 -0.270 0.2285
H 1.386 2.254 1.470 0.2378
H 2.582 1.235 0.631 0.2333
H -3.405 0.273 -1.552 0.2295
H -2.744 1.762 -0.856 0.2008
H -3.526 0.565 0.192 0.2106
```

Output
Molecular weight ... 147.2 g/mol
Max |F| ... 2.193 eV/A
HOMO level ... -6.50 eV
E_LUMO ... 0.1 eV


# 4
This record from the Open Molecules 2025 dataset describes one molecule with the formula C3H8N2O. The level of theory is ωB97M-V with the def2-TZVPD basis set.

Geometry as XYZ:
```
14
Properties=species:S:1:pos:R:3:nbo_charge:R:1
C 1.490 -1.218 0.185 -0.3623
C 0.149 0.711 -0.033 0.7917
C -1.756 -0.874 -0.330 -0.3574
H 2.140 -1.010 1.257 0.1450
H 1.921 -1.839 -0.414 0.1965
H 1.082 -1.770 0.721 0.2076
H 1.658 0.653 -0.868 0.4196
H -1.713 0.424 0.914 0.3503
H -1.139 -1.408 -0.508 0.1591
H -2.293 -1.719 0.293 0.1603
H -2.418 -0.535 -1.025 0.1765
N 1.132 -0.039 -0.439 -0.6230
N -1.088 0.058 0.489 -0.6378
O 0.145 1.919 0.042 -0.6261
```

Output
Molecular weight ... 88.1 g/mol
Max |F| ... 18.980 eV/A
HOMO level ... -9.05 eV
SMILES string ... CNC(=O)NC
E_LUMO ... 0.8 eV


# 5
This record from the Open Molecules 2025 dataset describes C28H54IrP2Si as an isolated structure. The level of theory is ωB97M-V with the def2-TZVPD basis set.

Geometry as XYZ:
```
86
Properties=species:S:1:pos:R:3:mulliken_spin:R:1
Ir -0.262 0.217 -0.393 1.7407
C -0.750 -1.802 0.390 0.1479
C 0.642 -1.936 0.020 0.4317
C 0.514 -0.405 1.764 0.4092
C -0.818 -0.892 1.510 -0.0929
C 1.412 -1.088 0.878 0.1255
C -1.916 -2.586 -0.111 0.0404
H -1.650 -3.162 -0.996 0.0016
H -2.752 -1.922 -0.363 0.0077
H -2.272 -3.270 0.673 0.0002
C -2.031 -0.656 2.337 0.0272
H -2.926 -1.004 1.816 0.0032
H -2.155 0.404 2.570 -0.0040
H -1.948 -1.199 3.288 0.0061
C 0.919 0.538 2.843 0.0043
H 1.004 0.007 3.801 0.0106
H 0.184 1.339 2.974 0.0026
H 1.892 0.997 2.625 -0.0009
C 2.896 -0.970 0.910 0.0289
H 3.307 -1.502 1.783 0.0085
H 3.220 0.074 0.996 0.0075
H 3.345 -1.397 0.008 0.0075
C 1.207 -2.889 -0.971 -0.0230
H 1.664 -3.757 -0.470 0.0171
H 1.996 -2.414 -1.566 0.0121
H 0.433 -3.258 -1.646 0.0046
C -1.939 0.941 -5.819 0.0157
C -1.939 -0.395 -5.978 0.0208
C -1.119 -1.119 -7.005 0.0499
C 0.344 -0.618 -7.154 0.1173
C 1.009 0.008 -5.960 0.2319
C 1.098 1.337 -5.767 0.4980
C 0.198 2.366 -6.398 0.0179
C -1.249 1.923 -6.723 -0.0100
H -1.588 -1.052 -8.006 -0.0032
H 0.384 0.068 -8.016 0.0086
H -1.109 -2.192 -6.762 0.0014
H -1.289 1.571 -7.765 0.0007
H -2.601 1.384 -5.068 0.0010
H -2.655 -1.027 -5.444 0.0010
H -1.859 2.843 -6.700 0.0019
H 0.173 3.257 -5.750 0.0075
H 1.949 1.752 -5.211 0.0607
H 0.646 2.716 -7.345 0.0469
H 0.951 -1.494 -7.439 0.0097
H 1.593 -0.678 -5.332 0.0341
P -1.357 0.253 -2.367 0.1256
P 1.404 1.372 -1.478 0.1116
C -0.670 1.685 -3.294 0.0764
C 0.535 2.411 -2.716 0.0279
H -1.467 2.400 -3.546 0.0018
H -0.392 1.210 -4.241 0.0357
H 1.243 2.657 -3.520 -0.0017
H 0.246 3.362 -2.238 -0.0100
C 2.333 2.479 -0.418 0.0610
H 2.933 1.922 0.309 -0.0072
H 1.657 3.138 0.132 -0.0319
H 3.001 3.089 -1.037 0.0101
C 2.567 0.331 -2.406 0.0531
H 2.951 0.881 -3.274 0.0053
H 2.100 -0.590 -2.766 0.0038
H 3.411 0.067 -1.755 -0.0074
C -3.149 0.380 -2.463 0.0484
H -3.611 -0.424 -1.877 0.0021
H -3.489 0.286 -3.503 0.0010
H -3.487 1.343 -2.065 -0.0023
C -0.816 -1.304 -3.138 0.0693
H 0.183 -1.583 -2.782 -0.0123
H -0.780 -1.263 -4.232 -0.0101
H -1.527 -2.088 -2.848 0.0030
C 0.118 4.040 1.762 0.0106
Si -1.523 3.198 1.433 0.0199
C -2.157 2.674 3.131 0.0015
C -2.771 4.504 0.850 0.0227
C -1.497 1.867 0.041 0.3237
H -0.005 4.792 2.556 0.0011
H 0.482 4.566 0.871 -0.0004
H 0.883 3.331 2.100 -0.0029
H -2.331 3.586 3.724 0.0002
H -3.118 2.151 3.064 -0.0009
H -1.460 2.052 3.701 0.0003
H -2.499 4.906 -0.136 -0.0004
H -3.782 4.075 0.775 0.0013
H -2.824 5.349 1.551 0.0032
H -1.556 2.482 -0.873 0.0136
H -2.491 1.387 0.104 0.0171
```

Output
⟨S²⟩ ... 8.770
Net charge ... +2
Molecular weight ... 673.0 g/mol
Max |F| ... 4.513 eV/A
HOMO level (spin up / spin down) ... -9.28 / -13.71 eV
2S+1 ... 6
E_LUMO (spin up / spin down) ... -6.8 / -9.8 eV


# 6
This record from the Open Molecules 2025 dataset describes one molecule with the formula C6H9N. The level of theory is ωB97M-V with the def2-TZVPD basis set.

Geometry as XYZ:
```
16
Properties=species:S:1:pos:R:3:nbo_charge:R:1
C 2.577 -0.312 0.031 -0.6296
C 1.103 -0.143 -0.076 0.1329
C -0.036 -0.877 -0.297 -0.3094
C -1.155 -0.014 -0.058 -0.0880
C -2.608 -0.426 -0.127 -0.6243
C -0.647 1.223 0.273 -0.0957
N 0.719 1.117 0.245 -0.5029
H 2.866 -0.509 1.071 0.2186
H 2.955 -1.099 -0.616 0.2270
H 3.022 0.650 -0.234 0.2018
H -0.086 -1.910 -0.619 0.2160
H -3.233 0.347 -0.594 0.2141
H -3.038 -0.643 0.864 0.2137
H -2.722 -1.343 -0.723 0.2141
H -1.165 2.148 0.485 0.2091
H 1.447 1.791 0.376 0.4026
```

Output
Molecular weight ... 95.1 g/mol
Max |F| ... 0.801 eV/A
HOMO level ... -7.82 eV
SMILES string ... Cc1c[nH]c(C)c1
E_LUMO ... 1.0 eV